No. 1
{"formula": "C3H2N2O4", "method": "ωB97M-V/def2-TZVPD", "elements": ["C", "C", "C", "H", "H", "N", "N", "O", "O", "O", "O"], "coordinates": [[2.210, -0.528, 0.130], [0.145, 0.424, -0.010], [-1.819, -0.651, -0.123], [1.842, -1.406, 0.754], [-0.898, 2.300, 0.076], [1.360, 0.497, -0.300], [-0.889, 1.344, -0.174], [3.322, -0.482, -0.232], [-2.055, 0.715, 0.096], [-2.742, -1.366, -0.274], [-0.475, -0.847, 0.057]], "atomic_forces_ev_per_a": [[-1.511, -0.710, -0.019], [-1.174, -0.479, -1.792], [-0.927, 1.446, 1.448], [-0.133, 1.073, -0.383], [0.369, 0.797, 0.455], [-0.253, 1.081, 1.617], [2.552, -1.268, -0.192], [2.914, -0.450, -0.405], [-1.473, -1.341, -0.402], [0.988, -0.734, -0.164], [-1.352, 0.586, -0.164]], "e_above_lowest_kj_mol": 73.7, "smiles": "O=C/N=c1/[nH]oc(=O)o1", "total_energy_ev": -14310.9755, "gap_ha": 0.3809}

***

No. 2
{"formula": "C15H11F6IrN2OS5SbSe2", "method": "ωB97M-V/def2-TZVPD", "elements": ["Ir", "Se", "Se", "C", "C", "C", "C", "C", "N", "C", "C", "C", "C", "C", "N", "H", "H", "H", "H", "H", "H", "H", "H", "S", "Sb", "S", "S", "S", "S", "C", "C", "C", "O", "C", "F", "F", "F", "C", "F", "F", "F", "H", "H", "H"], "coordinates": [[-0.812, -0.578, -0.912], [0.294, 0.323, -3.669], [-3.626, 0.828, -2.572], [-3.100, 1.494, -0.902], [-3.786, 2.605, -0.377], [-3.487, 3.090, 0.872], [-2.523, 2.435, 1.632], [-1.889, 1.351, 1.077], [-2.113, 0.919, -0.179], [0.723, -1.458, -3.276], [1.343, -2.326, -4.180], [1.571, -3.638, -3.816], [1.199, -4.072, -2.549], [0.602, -3.166, -1.696], [0.372, -1.900, -2.051], [-4.567, 3.046, -0.980], [-4.024, 3.943, 1.271], [-2.298, 2.722, 2.649], [-1.180, 0.765, 1.641], [1.626, -1.952, -5.153], [2.037, -4.321, -4.516], [1.355, -5.093, -2.231], [0.268, -3.426, -0.697], [-4.481, -0.640, 2.413], [-3.385, -2.208, 0.979], [-2.709, -1.712, -1.829], [-1.015, -1.917, 1.180], [-4.160, -3.634, 2.705], [1.949, 0.904, -1.520], [0.818, 0.355, -0.378], [2.674, 2.440, 1.087], [2.205, 1.090, 1.614], [1.098, 0.499, 0.965], [1.625, 1.306, 3.042], [1.286, 0.170, 3.637], [2.508, 1.939, 3.852], [0.547, 2.095, 2.980], [3.388, 0.083, 1.712], [2.975, -1.158, 1.951], [4.138, 0.060, 0.605], [4.225, 0.436, 2.719], [1.805, 3.081, 0.950], [3.177, 2.328, 0.133], [3.347, 2.891, 1.816]], "atomic_forces_ev_per_a": [[-0.192, 0.168, -0.423], [0.023, 0.135, -0.337], [0.046, 0.020, -0.135], [-0.018, 0.032, 0.092], [0.039, -0.028, 0.067], [0.012, -0.042, -0.041], [-0.048, 0.030, -0.014], [0.016, 0.038, 0.070], [0.062, -0.064, 0.207], [0.097, -0.331, 0.163], [0.000, 0.019, 0.027], [0.017, -0.006, -0.008], [0.029, 0.048, -0.070], [0.022, -0.058, 0.126], [-0.328, 0.147, 0.004], [-0.007, -0.009, -0.005], [-0.004, 0.001, -0.001], [0.014, -0.015, 0.002], [0.025, -0.006, -0.029], [-0.012, 0.017, 0.003], [0.001, 0.002, -0.003], [-0.004, 0.003, 0.025], [-0.033, 0.024, -0.007], [0.107, -0.176, -0.173], [0.078, 0.255, 0.122], [-0.025, -0.070, 0.004], [-0.136, -0.306, 0.297], [-0.005, -0.053, 0.007], [0.062, -0.057, 0.041], [0.300, 0.194, 0.068], [0.045, 0.037, 0.070], [0.002, 0.042, -0.015], [-0.077, -0.093, -0.083], [0.110, 0.049, 0.014], [-0.016, 0.028, -0.006], [-0.070, 0.008, 0.011], [-0.031, -0.021, -0.014], [-0.064, -0.021, 0.036], [0.023, 0.070, -0.046], [-0.060, 0.015, -0.056], [-0.021, -0.064, -0.073], [0.011, -0.012, -0.008], [0.004, 0.023, 0.078], [0.005, 0.025, 0.015]], "e_above_lowest_kj_mol": 116.4, "total_energy_ev": -231313.1170, "gap_ha": [0.1684, 0.2008], "spin_multiplicity": 6, "charge": -2}

***

No. 3
{"formula": "C9H18N5O", "method": "ωB97M-V/def2-TZVPD", "elements": ["C", "C", "C", "C", "C", "C", "C", "C", "C", "N", "N", "N", "N", "N", "O", "H", "H", "H", "H", "H", "H", "H", "H", "H", "H", "H", "H", "H", "H", "H", "H", "H", "H"], "coordinates": [[1.456, -0.503, -2.354], [0.185, 0.443, -0.432], [-2.334, -0.335, 2.439], [-0.861, -0.906, 2.404], [-2.459, 0.576, 1.220], [-0.370, -1.526, 0.999], [-2.178, -0.249, -0.042], [-0.039, 1.252, -1.589], [2.498, 0.841, -0.590], [2.380, -0.154, -1.729], [-0.701, -0.497, -0.103], [1.315, 0.613, 0.209], [0.695, -1.277, -3.079], [3.713, 0.615, 0.178], [0.776, 2.392, -1.757], [-3.081, -1.073, 2.363], [-2.365, 0.316, 3.361], [-0.242, 0.008, 2.577], [-0.728, -1.744, 3.029], [-3.478, 0.982, 1.184], [-1.734, 1.417, 1.161], [0.757, -1.877, 1.087], [-0.916, -2.376, 0.752], [-2.704, -1.243, -0.124], [-2.587, 0.263, -0.927], [-1.044, 1.194, -1.948], [2.594, 1.805, -0.995], [1.508, -0.007, 1.022], [-0.155, -0.930, -3.546], [1.158, -2.125, -3.385], [3.991, -0.321, 0.202], [4.471, 1.197, -0.162], [0.479, 3.225, -1.423]], "atomic_forces_ev_per_a": [[-2.490, 1.442, 0.057], [-2.520, 1.825, -2.501], [3.042, 1.915, 0.141], [-0.243, 0.634, -2.424], [-0.642, -0.334, -0.592], [1.263, 2.889, 0.916], [-0.255, -0.182, -0.845], [0.942, -0.360, 1.586], [2.038, -1.927, 1.411], [2.332, 0.308, 0.176], [-0.511, -2.461, 1.695], [2.828, -0.483, 2.107], [-0.093, -0.309, -0.658], [-1.548, 1.738, -0.450], [-0.117, -1.831, -1.059], [-0.950, -0.958, 0.386], [-0.475, -1.098, -0.732], [0.003, -1.089, 0.425], [0.363, -0.400, 1.607], [0.268, 0.085, -0.108], [-0.464, -0.334, 0.500], [-2.188, 1.055, -0.501], [-0.984, -1.520, -0.384], [0.658, 0.850, 0.622], [0.691, 0.046, 0.160], [-0.245, 0.422, -0.785], [-0.430, 0.896, -0.693], [-0.172, 0.794, -0.899], [0.983, -0.276, 0.456], [-0.403, -0.109, -0.305], [0.475, -1.625, 0.059], [-0.184, -0.187, 0.110], [-0.973, 0.586, 0.520]], "e_above_lowest_kj_mol": 38.3, "smiles": "N[C@@H](N=C=[NH2+])N/C(=C\\O)N1CCCCC1", "total_energy_ev": -19113.5722, "gap_ha": [0.3050, 0.3050], "charge": 1}